[1]
Density functional theory data (the ωB97M-V functional and the def2-TZVPD basis) for a single C14H20N2O3S2 molecule.

Element x y z (Å)
C  -0.096222  -2.510669  -4.117733
C  0.587863  -1.204768  -3.768028
H  1.663475  -1.332703  -3.664900
H  0.368706  -0.428735  -4.500950
S  -0.012996  -0.522600  -2.184566
C  0.833623  -1.545479  -1.028863
N  1.722570  -2.378824  -1.542097
C  2.372707  -3.206542  -0.744769
C  2.147719  -3.272517  0.618861
C  1.212865  -2.403595  1.159629
C  0.550045  -1.494100  0.345916
C  -0.457187  -0.592564  0.976234
O  -1.177001  -0.970804  1.882169
N  -0.486148  0.663524  0.482314
H  0.192480  0.962238  -0.199622
C  -1.419287  1.652049  0.950900
C  -2.059567  2.411673  -0.207687
O  -3.123614  2.965286  -0.135714
O  -1.267514  2.421782  -1.276948
C  -1.732397  3.092398  -2.441719
H  -2.811954  3.239001  -2.382984
H  -1.473413  2.466539  -3.293336
H  -1.234850  4.060130  -2.521410
H  -2.208815  1.122626  1.497421
C  -0.770175  2.690558  1.886741
C  -0.280656  2.071995  3.188709
H  -0.989016  1.328011  3.549549
H  -0.140512  2.844384  3.946067
S  1.330210  1.217084  2.987319
C  1.088484  -0.112610  4.195630
H  0.947193  0.316146  5.183952
H  0.223783  -0.701402  3.899899
H  1.987820  -0.719692  4.180201
H  0.064182  3.172226  1.371697
H  -1.521844  3.449442  2.114632
H  0.982590  -2.416508  2.213954
H  2.678581  -3.979057  1.235878
H  3.092197  -3.847251  -1.237667
H  -1.175804  -2.381825  -4.155161
H  0.249003  -2.857868  -5.089377
H  0.142878  -3.266978  -3.374139

Atomic forces in eV per Å
C 0.03 0.04 -0.01
C -0.07 0.02 0.46
H -0.04 0.08 -0.15
H 0.04 0.06 0.04
S -0.16 0.22 -0.51
C -0.04 0.03 0.07
N 0.10 0.02 -0.25
C 0.08 -0.17 0.29
C -0.05 0.08 0.01
C 0.00 0.09 -0.15
C 0.18 -0.38 -0.09
C 0.16 0.27 -0.22
O -0.11 -0.13 0.27
N -0.23 0.01 -0.20
H 0.06 -0.10 0.01
C -0.14 0.28 0.12
C -0.25 -0.19 0.41
O 0.00 0.04 0.04
O 0.37 -0.11 -0.04
C -0.28 0.22 -0.24
H 0.14 -0.01 -0.06
H 0.02 0.04 0.03
H -0.03 -0.07 0.00
H 0.11 0.18 -0.18
C -0.11 -0.28 0.07
C 0.47 -0.11 0.05
H -0.10 0.02 0.05
H -0.15 -0.05 0.00
S -0.08 0.02 0.18
C -0.03 0.41 -0.20
H 0.02 -0.11 0.13
H -0.03 -0.10 0.06
H 0.07 -0.09 0.06
H -0.03 0.13 -0.07
H 0.04 0.03 -0.05
H -0.05 0.01 0.10
H 0.06 -0.07 0.05
H 0.09 -0.11 0.08
H -0.07 -0.03 -0.03
H 0.01 -0.09 -0.11
H -0.02 -0.06 -0.01

Output
- E_HOMO (eV) = -8.308
- SMILES = CCSc1ncccc1C(=O)N[C@@H](CCSC)C(=O)OC
- spin multiplicity = 1
- E (eV) = -45636.5881
- lowest unoccupied orbital energy (hartree) = 0.022
- orbital gap (eV) = 8.900
- strongest force on any atom (eV Å⁻¹) = 0.58

***

[2]
Density functional theory data (the ωB97M-V functional and the def2-TZVPD basis) for 2 unconnected molecules or ions with the total composition C4H8Br2.

Element x y z (Å)
Br  -0.977357  0.326770  -2.827027
Br  2.309510  -1.861830  -0.482276
C  0.704109  -0.080051  -1.958714
C  0.628013  -1.454997  -1.350607
H  1.500408  -0.000706  -2.723607
H  0.885418  0.706627  -1.201274
H  -0.168290  -1.534333  -0.585717
H  0.446704  -2.241675  -2.108048
C  -1.429160  1.245648  1.885697
C  -0.347020  0.801078  2.526727
H  -1.441072  2.233480  1.411074
H  -2.337028  0.635698  1.815460
H  0.560861  1.411036  2.596962
H  -0.335095  -0.186746  3.001349

Atomic forces in eV per Å
Br -0.12 0.05 -0.07
Br 0.12 -0.05 0.08
C 0.77 0.59 0.05
C -0.78 -0.58 -0.03
H -0.53 -0.16 0.42
H -0.22 -0.54 -0.38
H 0.53 0.18 -0.41
H 0.21 0.53 0.39
C 0.23 -0.10 0.10
C -0.21 0.07 -0.16
H -0.05 -0.42 0.18
H 0.35 0.30 0.00
H -0.35 -0.30 0.00
H 0.05 0.42 -0.18

Output
- E_HOMO (eV) = -10.281
- SMILES = BrCCBr.C=C
- spin multiplicity = 1
- E (eV) = -144361.8963
- lowest unoccupied orbital energy (hartree) = 0.025
- orbital gap (eV) = 10.960
- strongest force on any atom (eV Å⁻¹) = 0.97

***

[3]
Density functional theory data (the ωB97M-V functional and the def2-TZVPD basis) for a single C17H18ClNO6 molecule.

Element x y z (Å)
O  1.469440  -0.493227  -1.350682
Cl  0.536562  3.328787  3.399618
N  -3.830212  -1.943038  1.591866
O  -3.918002  -2.838360  2.708773
O  -1.518676  0.960129  -1.411862
O  2.851458  4.654341  2.244499
O  3.817003  1.542156  -1.231986
O  -0.114292  0.981850  1.438133
C  1.046421  0.205902  -0.430011
C  -2.690028  -0.496269  0.150096
C  -1.530361  0.109842  -0.329563
C  -2.674603  -1.396046  1.298531
C  3.256316  3.078018  0.455301
C  1.359821  2.867178  1.930116
C  2.508358  3.546543  1.516505
C  2.924931  1.948926  -0.276745
C  0.938223  1.777083  1.156843
C  1.691774  1.362178  0.078773
C  -2.585844  0.860528  -2.377165
C  4.230582  4.763844  2.508325
C  4.404991  0.238835  -1.081903
C  -0.059978  -2.658862  0.255644
C  -0.206115  -0.063148  0.428930
C  -1.389606  -1.524542  2.095999
C  -0.131857  -1.448170  1.169830
H  -4.837087  -3.070589  2.921421
H  -3.652423  -0.293828  -0.296779
H  4.084685  3.655891  0.081122
H  -2.396787  1.589581  -3.169594
H  -2.586423  -0.120886  -2.796913
H  -3.549059  1.102459  -1.933795
H  4.409570  5.461591  3.318783
H  4.632026  3.794642  2.796892
H  4.781295  5.138965  1.612270
H  4.113711  -0.217489  -0.151300
H  5.493835  0.328594  -1.140602
H  4.046216  -0.426479  -1.881820
H  -0.756106  -2.509886  -0.590297
H  -0.338483  -3.557954  0.788540
H  0.976986  -2.832909  -0.061337
H  -1.355255  -2.450429  2.631230
H  -1.424073  -0.724889  2.837583
H  0.725679  -1.476249  1.851341

Atomic forces in eV per Å
O -1.00 0.48 1.02
Cl 0.13 -0.21 -0.57
N -0.14 0.24 -0.30
O 1.87 0.69 -0.25
O 0.41 -0.50 0.54
O -0.36 -0.58 -0.26
O -0.63 0.10 0.34
O -0.28 0.31 0.07
C 0.58 -2.02 -2.06
C 2.16 0.98 -0.85
C -2.43 -0.83 0.63
C -1.24 -1.38 1.60
C 0.63 0.30 -1.02
C -0.70 -0.28 0.23
C -0.76 0.25 0.82
C -0.08 0.21 0.69
C 0.53 0.97 1.00
C 0.94 -0.09 -0.39
C 0.34 0.76 0.61
C 1.07 0.31 -0.81
C -0.34 -0.32 -0.76
C 0.19 0.32 -0.55
C 0.28 -0.26 -0.34
C -0.11 0.28 -0.93
C -1.07 0.69 0.80
H 0.18 0.75 -1.02
H 0.04 -0.14 -0.11
H 0.35 -0.01 0.23
H 0.26 -0.09 0.31
H -0.14 -0.79 -0.24
H -0.07 -0.07 0.10
H -0.37 0.14 0.08
H 0.13 -0.10 -0.01
H -0.29 -0.27 0.61
H -0.03 -0.06 0.50
H -0.21 0.18 0.07
H 0.11 0.35 0.19
H 0.57 -0.35 0.19
H -0.31 -0.15 0.26
H -0.44 0.24 -0.41
H -0.16 -0.60 0.31
H 0.29 0.11 -0.04
H 0.08 0.44 -0.25

Output
- E_HOMO (eV) = -8.410
- SMILES = COC1=C/C(=N/O)C[C@@H](C)[C@]12Oc1c(Cl)c(OC)cc(OC)c1C2=O
- spin multiplicity = 1
- E (eV) = -44214.8203
- lowest unoccupied orbital energy (hartree) = 0.002
- orbital gap (eV) = 8.475
- strongest force on any atom (eV Å⁻¹) = 2.94